# C33H30N6O3Ti

A molecular structure, C33H30N6O3Ti (ωB97M-V/def2-TZVPD, the OMol25 dataset).

Structure (XYZ):
```
73
C33H30N6O3Ti | the OMol25 dataset | ωB97M-V/def2-TZVPD
Ti 0.211 -0.417 -0.232
C -2.402 -0.281 -2.051
N -2.015 -0.737 -0.701
C -2.780 -0.033 0.356
C -2.083 1.183 0.908
C -2.794 2.128 1.632
C -2.114 3.184 2.215
C -0.736 3.263 2.068
C -0.091 2.273 1.357
N -0.752 1.249 0.798
C -2.245 -2.200 -0.622
C -1.150 -2.900 -1.374
C -1.317 -4.137 -1.966
C -0.235 -4.732 -2.599
C 0.980 -4.063 -2.636
C 1.072 -2.824 -2.036
N 0.029 -2.256 -1.411
C -1.681 0.980 -2.410
C -2.201 1.919 -3.284
C -1.427 3.018 -3.615
C -0.162 3.138 -3.060
C 0.281 2.156 -2.196
N -0.465 1.093 -1.871
H -2.114 -1.053 -2.768
H -3.487 -0.161 -2.122
H -3.772 0.246 -0.010
H -2.920 -0.727 1.188
H -3.868 2.037 1.727
H -2.650 3.935 2.779
H -0.166 4.070 2.503
H 0.985 2.284 1.228
H -2.203 -2.503 0.424
H -3.227 -2.462 -1.026
H -2.281 -4.625 -1.932
H -0.343 -5.701 -3.066
H 1.843 -4.487 -3.126
H 1.989 -2.252 -2.053
H -3.191 1.784 -3.699
H -1.804 3.770 -4.296
H 0.476 3.979 -3.290
H 1.264 2.211 -1.750
C -3.221 -3.252 3.453
O -2.240 -2.540 2.694
C -1.134 -2.114 3.359
C -0.919 -2.233 4.719
C 0.258 -1.756 5.306
C 1.226 -1.159 4.540
C 1.025 -1.018 3.156
C 2.045 -0.462 2.330
N 1.920 -0.195 1.066
N 3.110 0.217 0.481
C 2.951 0.231 -0.797
O 1.744 -0.055 -1.283
C 4.013 0.552 -1.751
C 5.308 0.799 -1.290
C 6.312 1.097 -2.192
C 6.033 1.150 -3.553
C 4.747 0.904 -4.013
C 3.735 0.605 -3.116
C -0.146 -1.501 2.563
O -0.343 -1.395 1.254
H -3.652 -2.616 4.227
H -2.788 -4.146 3.903
H -3.995 -3.541 2.749
H -1.661 -2.704 5.348
H 0.396 -1.871 6.371
H 2.143 -0.797 4.986
H 3.021 -0.274 2.771
H 5.515 0.751 -0.230
H 7.316 1.286 -1.839
H 6.822 1.382 -4.256
H 4.534 0.944 -5.073
H 2.732 0.409 -3.471
```

ΔE to the lowest compared entry with this formula, charge and spin: 0.000 eV
Charge: +2
E: -72897.7081 eV